w) The molecule C19H27N5O4S, computed with ωB97M-V/def2-TZVPD.

```
! RIJCOSX wB97M-V def2-TZVPD def2/J DEFGRID3
* xyz 0 1
C -2.555 -4.351 -1.627
C -2.444 -3.890 -3.083
C -1.025 -3.841 -3.552
C -0.366 -4.673 -4.460
N 0.914 -4.370 -4.665
N 1.113 -3.310 -3.875
C 2.268 -2.631 -3.742
C 2.277 -1.570 -2.885
C 1.106 -1.242 -2.175
C 1.123 -0.010 -1.309
O 2.081 0.745 -1.407
N 0.080 0.267 -0.496
C -0.815 -0.727 0.084
C -0.126 1.623 -0.011
C -0.208 2.654 -1.129
C 0.888 1.996 1.076
N 0.446 3.122 1.867
C -0.544 3.032 2.770
O -1.111 1.980 3.021
C -0.904 4.318 3.514
C 0.296 4.824 4.315
C -2.130 4.137 4.412
C -2.881 5.470 4.505
C -3.053 5.951 3.075
S -1.439 5.632 2.305
O -0.583 6.787 2.478
O -1.636 5.074 0.983
N -0.026 -1.898 -2.329
C -0.032 -2.936 -3.169
H -3.597 -4.397 -1.307
H -2.118 -5.342 -1.496
H -2.031 -3.664 -0.961
H -3.023 -4.561 -3.720
H -2.905 -2.905 -3.186
H -0.811 -5.508 -4.980
H 3.104 -2.970 -4.332
H 3.170 -0.979 -2.753
H -0.452 -1.739 -0.059
H -0.890 -0.557 1.161
H -1.815 -0.654 -0.347
H -1.104 1.622 0.473
H -0.370 3.648 -0.708
H 0.709 2.694 -1.718
H -1.049 2.442 -1.789
H 1.055 1.140 1.732
H 1.851 2.233 0.626
H 0.840 4.025 1.658
H 0.582 4.093 5.070
H 1.158 5.035 3.685
H 0.051 5.752 4.833
H -2.800 3.383 3.996
H -1.837 3.772 5.395
H -3.842 5.351 5.002
H -2.307 6.197 5.085
H -3.753 5.305 2.542
H -3.320 6.990 2.904
*
```

Output
SMILES string ... CCc1cnn2ccc(C(=O)N(C)[C@H](C)CNC(=O)[C@]3(C)CCCS3(=O)=O)nc12
LUMO ... -0.04 eV
Kohn-Sham gap ... 8.292 eV



x) The molecule C19H27N5O4S, computed with ωB97M-V/def2-TZVPD.

```
! RIJCOSX wB97M-V def2-TZVPD def2/J DEFGRID3
* xyz 0 1
C -4.305 1.845 -3.587
C -5.103 0.542 -3.662
C -5.714 0.166 -2.349
C -7.058 0.177 -1.954
N -7.252 -0.193 -0.687
N -6.019 -0.453 -0.240
C -5.697 -0.878 1.008
C -4.390 -1.099 1.285
C -3.429 -0.857 0.259
C -1.989 -1.200 0.572
O -1.780 -2.230 1.203
N -1.008 -0.397 0.118
C -1.201 0.956 -0.389
C 0.390 -0.835 0.239
C 0.677 -2.113 -0.537
C 0.815 -0.924 1.712
N 2.258 -0.814 1.849
C 2.872 0.373 1.667
O 2.262 1.420 1.538
C 4.406 0.330 1.671
C 4.947 -0.427 2.886
C 5.015 1.733 1.564
C 6.362 1.607 0.848
C 6.087 0.800 -0.416
S 4.963 -0.491 0.118
O 5.716 -1.673 0.464
O 3.860 -0.599 -0.807
N -3.735 -0.450 -0.940
C -5.047 -0.249 -1.207
H -3.867 2.092 -4.555
H -4.944 2.674 -3.279
H -3.497 1.753 -2.861
H -5.896 0.632 -4.408
H -4.446 -0.263 -3.999
H -7.916 0.444 -2.552
H -6.522 -1.015 1.690
H -4.072 -1.469 2.246
H -2.195 1.322 -0.156
H -0.467 1.610 0.085
H -1.065 0.993 -1.471
H 0.974 -0.028 -0.204
H 1.748 -2.316 -0.511
H 0.132 -2.956 -0.116
H 0.392 -1.992 -1.583
H 0.360 -0.106 2.270
H 0.490 -1.865 2.147
H 2.808 -1.657 1.843
H 4.526 0.017 3.789
H 4.694 -1.485 2.866
H 6.033 -0.358 2.930
H 4.337 2.367 0.993
H 5.112 2.171 2.557
H 6.778 2.584 0.604
H 7.091 1.085 1.471
H 5.557 1.386 -1.165
H 6.954 0.314 -0.856
*
```

Output
SMILES string ... CCc1cnn2ccc(C(=O)N(C)[C@H](C)CNC(=O)[C@]3(C)CCCS3(=O)=O)nc12
LUMO ... 0.20 eV
Kohn-Sham gap ... 8.562 eV



Tell me which of them is the most stable. Sure, it is x).



w) A cluster of 2 separate species, C4H7BrO2 in total, computed with ωB97M-V/def2-TZVPD.

```
! RIJCOSX wB97M-V def2-TZVPD def2/J DEFGRID3
* xyz 0 1
C 0.597 1.464 0.612
C -0.457 0.714 0.869
C -1.875 1.018 0.546
Br -0.215 -0.980 1.742
H 0.488 2.413 0.117
H 1.596 1.167 0.877
H -2.285 0.242 -0.101
H -1.950 1.976 0.040
H -2.475 1.044 1.456
O 0.896 -0.737 -1.932
C 1.504 -1.441 -1.181
O 1.289 -2.726 -0.981
H 2.342 -1.106 -0.550
H 0.543 -3.048 -1.513
*
```

Output
SMILES string ... C=C(C)Br.O=CO
LUMO ... 0.74 eV
Kohn-Sham gap ... 10.173 eV



x) The molecule C4H7BrO2, computed with ωB97M-V/def2-TZVPD.

```
! RIJCOSX wB97M-V def2-TZVPD def2/J DEFGRID3
* xyz 0 1
C -1.950 1.710 0.836
C -1.943 0.333 0.694
Br -3.101 -0.562 -0.468
O -1.045 -0.499 1.237
O 0.356 -0.128 1.069
C 0.601 0.067 -0.354
C 2.060 0.218 -0.594
H -2.709 2.266 0.370
H -1.021 2.182 1.290
H 0.279 -0.841 -0.807
H 0.020 0.902 -0.652
H 2.496 1.039 -0.011
H 2.648 -0.697 -0.351
H 2.164 0.606 -1.579
*
```

Output
SMILES string ... C=C(Br)OOCC
LUMO ... 0.38 eV
Kohn-Sham gap ... 9.634 eV



Tell me which of them is the most stable. Sure, it is w).



w) The ion C4H6NO2 with charge +1, computed with ωB97M-V/def2-TZVPD.

```
! RIJCOSX wB97M-V def2-TZVPD def2/J DEFGRID3
* xyz 1 1
C 0.867 1.129 -0.504
C 0.097 0.698 0.745
O -0.081 1.428 1.678
C -0.286 -0.787 0.676
C -1.152 -1.122 1.805
N -1.577 -0.440 2.780
O -2.134 0.054 3.701
H 1.494 0.362 -0.947
H 1.385 2.097 -0.338
H -0.020 1.472 -1.162
H 0.645 -1.549 0.558
H -0.953 -1.074 -0.089
H -1.343 -2.205 1.854
*
```

Output
SMILES string ... CC(=O)CC=[N+]=O
LUMO ... -7.46 eV
Kohn-Sham gap ... 7.580 eV



x) A structure of composition C4H6NO2, computed with ωB97M-V/def2-TZVPD.

```
! RIJCOSX wB97M-V def2-TZVPD def2/J DEFGRID3
* xyz 1 1
C -0.788 -1.125 0.098
C 0.525 -0.191 1.133
C -2.157 -1.374 0.154
C 0.599 0.563 -0.079
N -0.378 -0.125 -0.870
O -2.663 -0.895 -0.880
O 1.135 -0.345 2.219
H -2.769 -2.139 0.732
H 0.457 1.703 -0.148
H 1.637 0.355 -0.489
H -0.056 -0.728 -1.646
H -1.522 0.084 -1.218
H 1.931 0.105 2.391
*
```

Output
LUMO (alpha / beta) ... -5.58 / -5.58 eV
Kohn-Sham gap (alpha / beta) ... 7.718 / 7.718 eV



y) A cluster of 2 separate species, C4H6NO2 in total, computed with ωB97M-V/def2-TZVPD.

```
! RIJCOSX wB97M-V def2-TZVPD def2/J DEFGRID3
* xyz 1 1
C -0.380 1.608 -2.026
C 0.337 0.715 -1.455
C -0.732 -0.358 0.129
C 0.406 -0.688 2.014
N 0.213 -1.089 0.633
O -1.879 -0.430 0.020
O 0.926 -1.942 -0.026
H 0.124 2.248 -2.807
H -1.500 1.657 -1.859
H 1.147 0.061 -1.367
H 1.197 0.182 1.910
H 0.738 -1.657 2.467
H -0.597 -0.307 2.367
*
```

Output
LUMO (alpha / beta) ... -7.55 / -7.00 eV
Kohn-Sham gap (alpha / beta) ... 7.530 / 7.735 eV



Tell me which of them is the most stable. Sure, it is w).



w) The molecule C6H8OS, computed with ωB97M-V/def2-TZVPD.

```
! RIJCOSX wB97M-V def2-TZVPD def2/J DEFGRID3
* xyz 0 1
O 1.806 -1.420 -0.635
C 0.947 -0.620 0.163
C -0.393 -1.419 0.382
C -1.515 -0.364 0.181
S -3.016 -0.642 -0.400
C -0.755 0.898 0.448
C -0.116 2.026 -0.278
C 0.371 0.608 -0.527
H 2.612 -0.915 -0.747
H 1.443 -0.314 1.135
H -0.494 -2.152 -0.379
H -0.446 -1.946 1.375
H -0.351 0.833 1.487
H 0.443 2.698 0.433
H -0.528 2.463 -1.180
H -0.006 0.265 -1.460
*
```

Output
SMILES string ... O[C@@H]1CC(=S)[C@@H]2C[C@@H]12
LUMO ... 0.11 eV
Kohn-Sham gap ... 8.500 eV



x) The molecule C6H8OS, computed with ωB97M-V/def2-TZVPD.

```
! RIJCOSX wB97M-V def2-TZVPD def2/J DEFGRID3
* xyz 0 1
C -1.779 -0.824 0.740
C -0.980 -0.243 -0.430
C -0.608 1.288 -0.199
C 0.862 1.097 -0.014
C 1.260 -0.175 -0.256
C 2.550 -0.786 -0.269
S 3.885 -0.041 0.214
O 0.232 -0.980 -0.630
H -2.674 -0.222 0.851
H -1.248 -0.840 1.698
H -2.177 -1.829 0.552
H -1.500 -0.255 -1.407
H -0.803 1.907 -1.045
H -1.098 1.800 0.615
H 1.565 1.893 0.272
H 2.514 -1.791 -0.694
*
```

Output
SMILES string ... C[C@H]1CC=C(C=S)O1
LUMO ... -0.73 eV
Kohn-Sham gap ... 7.736 eV



y) A structure of composition C6H8OS, computed with ωB97M-V/def2-TZVPD.

```
! RIJCOSX wB97M-V def2-TZVPD def2/J DEFGRID3
* xyz 0 1
C 0.165 1.089 1.367
C -0.083 -0.311 0.639
C 0.880 -1.496 0.728
C 1.371 -1.841 -0.483
C -0.488 0.175 -0.864
C -0.902 1.471 -1.370
H -1.673 1.489 0.751
H -1.219 -0.610 0.916
H 1.349 -2.072 1.531
H 0.797 -1.538 -1.273
H 2.231 -2.540 -0.798
H -0.402 -0.945 -1.635
H -1.057 2.757 -0.831
H -1.302 1.185 -2.291
O -1.100 1.735 1.435
S 1.432 1.452 2.177
*
```

Output
LUMO ... 0.21 eV
Kohn-Sham gap ... 9.181 eV



z) The molecule C6H8OS, computed with ωB97M-V/def2-TZVPD.

```
! RIJCOSX wB97M-V def2-TZVPD def2/J DEFGRID3
* xyz 0 1
C -1.650 -1.502 1.061
C -2.030 -0.191 1.202
C -0.834 -1.843 0.001
C -0.465 0.605 -0.286
C 2.175 0.644 -0.746
C 0.833 1.443 -0.658
O -1.306 0.851 0.704
S -0.897 -0.790 -1.416
H -1.867 -2.221 1.962
H -2.730 0.123 1.961
H -0.353 -2.748 -0.059
H 3.024 1.370 -0.912
H 2.125 -0.045 -1.681
H 2.393 0.230 0.248
H 0.785 1.987 -1.651
H 0.797 2.088 0.271
*
```

Output
LUMO (alpha / beta) ... 0.38 / -0.04 eV
Kohn-Sham gap (alpha / beta) ... 7.535 / 7.057 eV



Tell me which of them is the most stable. Sure, it is x).



w) The molecule C6H8OS, computed with ωB97M-V/def2-TZVPD.

```
! RIJCOSX wB97M-V def2-TZVPD def2/J DEFGRID3
* xyz 0 1
O -1.659 -1.406 -0.105
C -1.024 -0.328 0.562
C -0.079 -0.937 1.579
C 1.202 -0.927 1.187
S 1.528 -0.134 -0.353
C -0.147 0.540 -0.335
C -0.327 2.029 -0.352
C -0.695 1.200 -1.565
H -2.177 -1.014 -0.826
H -1.773 0.275 1.045
H -0.436 -1.412 2.469
H 1.994 -1.380 1.738
H 0.568 2.661 -0.414
H -1.117 2.458 0.241
H -0.071 1.295 -2.426
H -1.738 1.051 -1.791
*
```

Output
SMILES string ... O[C@H]1C=CSC12CC2
LUMO ... 0.82 eV
Kohn-Sham gap ... 9.028 eV



x) The molecule C6H8OS, computed with ωB97M-V/def2-TZVPD.

```
! RIJCOSX wB97M-V def2-TZVPD def2/J DEFGRID3
* xyz 0 1
O 1.223 1.784 -1.075
C 0.248 0.783 -0.457
C -0.048 1.356 0.943
C 0.686 0.108 0.826
C -0.010 -1.281 0.868
C -0.799 -1.594 -0.527
S -2.232 -0.401 -0.338
C -0.582 -0.181 -1.154
H 1.949 1.367 -1.764
H 0.387 2.217 1.114
H -1.163 1.528 0.917
H 1.573 0.110 1.244
H 0.898 -1.952 0.753
H -0.642 -1.387 1.855
H -0.659 -2.594 -1.009
H -0.826 0.135 -2.197
*
```

Output
SMILES string ... O[C@]12C[C@H]1C[C@H]1S[C@H]12
LUMO ... 0.72 eV
Kohn-Sham gap ... 9.337 eV



Tell me which of them is the most stable. Sure, it is w).